Record 1
Density functional theory data (the ωB97M-V functional and the def2-TZVPD basis) for an isolated molecule of C4H8N2O in a non-equilibrium geometry.

Last column: Mulliken charge in e.
Positions of all 15 atoms, in Å:
1 C 1.42 0.81 -1.19  -0.881
2 N 0.93 -0.11 -0.17  -0.328
3 C -0.49 -0.01 0.06  -0.039
4 C -0.95 -1.09 1.04  -0.608
5 O -0.79 -2.36 0.48  -0.515
6 C -1.17 2.42 0.74  -0.190
7 N -0.90 1.30 0.52  0.008
8 H 1.17 1.86 -0.99  0.310
9 H 2.51 0.73 -1.25  0.312
10 H 1.00 0.54 -2.16  0.291
11 H 1.41 0.06 0.71  0.267
12 H -1.00 -0.17 -0.90  0.358
13 H -2.01 -0.95 1.26  0.352
14 H -0.38 -0.97 1.98  0.309
15 H 0.13 -2.42 0.17  0.355

* lowest unoccupied orbital energy: 0.868 eV
* strongest force on any atom: 1.09 eV/Å
* E_HOMO: -10.248 eV
* electronic energy: -9303.9488 eV
* energy relative to the best compared isomer or geometry (same formula, charge and spin): 56.4 kcal/mol
* frontier orbital gap: 11.1156 eV


Record 2
Density functional theory data (the ωB97M-V functional and the def2-TZVPD basis) for a cluster of 2 separate species, C4H8NO2 in total in a non-equilibrium geometry.

Last column: Mulliken charge in e.
Positions of all 15 atoms, in Å:
1 C 0.37 -1.65 -0.19  -1.219
2 C 0.21 -0.31 -0.90  0.741
3 C 1.09 0.80 -0.25  -1.387
4 N 1.23 -0.04 -1.83  -0.707
5 C -1.85 1.06 1.24  0.263
6 O -2.00 1.99 2.05  -0.677
7 O -2.04 -0.18 1.30  -0.633
8 H 1.34 -1.77 0.28  0.316
9 H -0.39 -1.72 0.59  0.303
10 H 0.34 -2.39 -0.99  0.340
11 H -0.79 -0.17 -1.30  0.479
12 H 2.12 0.74 -0.67  0.327
13 H 1.07 0.52 0.82  0.436
14 H 0.65 1.77 -0.46  0.353
15 H -1.34 1.35 0.29  0.066

* net charge: -1
* lowest unoccupied orbital energy: 3.928 eV
* strongest force on any atom: 3.49 eV/Å
* E_HOMO: -4.036 eV
* electronic energy: -9859.8000 eV
* energy relative to the best compared isomer or geometry (same formula, charge and spin): 115.0 kcal/mol
* frontier orbital gap: 7.9643 eV


Record 3
Density functional theory data (the ωB97M-V functional and the def2-TZVPD basis) for an isolated molecule of C22H26N2O3.

Last column: Mulliken charge in e.
Positions of all 53 atoms, in Å:
1 C -7.94 -0.07 -0.14  -1.107
2 C -6.96 -0.31 1.01  -0.279
3 O -5.67 -0.67 0.53  -0.400
4 C -4.88 0.36 0.15  0.575
5 O -5.19 1.53 0.23  -0.638
6 N -3.68 -0.05 -0.33  0.259
7 C -2.73 0.97 -0.71  -0.754
8 C -1.39 0.33 -1.08  -0.825
9 N -0.96 -0.55 -0.03  0.437
10 C 0.19 -0.43 0.67  -0.494
11 O 0.45 -1.19 1.59  -0.704
12 C 1.11 0.68 0.26  0.423
13 C 0.96 1.93 0.85  0.140
14 C 1.83 2.95 0.55  -0.798
15 C 2.86 2.73 -0.35  -0.740
16 C 3.02 1.49 -0.94  -0.669
17 C 2.15 0.44 -0.64  0.926
18 C 2.37 -0.92 -1.22  -1.201
19 C 3.16 -1.80 -0.23  -1.077
20 C 4.46 -1.14 0.13  0.289
21 C 4.54 -0.33 1.25  0.005
22 C 5.72 0.34 1.55  -0.786
23 C 6.83 0.19 0.73  -0.455
24 C 6.75 -0.62 -0.39  -0.595
25 C 5.57 -1.28 -0.69  -0.327
26 C -1.92 -1.56 0.41  -0.496
27 C -3.23 -1.43 -0.35  -0.922
28 H -7.61 0.78 -0.73  0.312
29 H -7.99 -0.95 -0.78  0.289
30 H -8.93 0.14 0.26  0.377
31 H -6.88 0.59 1.62  0.331
32 H -7.28 -1.15 1.62  0.307
33 H -3.12 1.55 -1.55  0.394
34 H -2.59 1.66 0.13  0.358
35 H -0.64 1.11 -1.23  0.473
36 H -1.50 -0.23 -2.02  0.281
37 H 0.15 2.08 1.56  0.525
38 H 1.71 3.92 1.01  0.423
39 H 3.55 3.53 -0.59  0.415
40 H 3.83 1.32 -1.63  0.427
41 H 2.93 -0.83 -2.15  0.619
42 H 1.41 -1.40 -1.44  0.369
43 H 2.55 -1.95 0.66  0.415
44 H 3.34 -2.77 -0.70  0.489
45 H 3.68 -0.21 1.89  0.444
46 H 5.77 0.97 2.42  0.407
47 H 7.74 0.71 0.96  0.395
48 H 7.61 -0.74 -1.03  0.386
49 H 5.52 -1.91 -1.56  0.381
50 H -2.08 -1.42 1.49  0.370
51 H -1.49 -2.56 0.27  0.357
52 H -3.10 -1.76 -1.39  0.249
53 H -3.99 -2.05 0.11  0.414

* lowest unoccupied orbital energy: 0.637 eV
* strongest force on any atom: 0.54 eV/Å
* E_HOMO: -8.930 eV
* electronic energy: -32360.1780 eV
* energy relative to the best compared isomer or geometry (same formula, charge and spin): 15.0 kcal/mol
* frontier orbital gap: 9.5669 eV